(1)
# CH4N2

A 2-piece molecular cluster, CH4N2 overall (ωB97M-V/def2-TZVPD, OMol25).

Computed properties:
**ΔE to the lowest compared entry with this formula, charge and spin**: 502.6 kJ/mol
**Total charge**: 0
**Kohn-Sham gap**: 0.386 Eh
**E_LUMO**: 0.7 eV
**2S+1**: 1

CARTESIAN COORDINATES (ANGSTROEM)
C (-0.583, -0.065, -0.180)
N (0.698, -0.700, -0.099)
N (0.573, 0.718, 0.192)
H (-0.990, 0.212, -1.066)
H (-1.251, -0.134, 0.598)
H (0.792, -1.215, 1.281)
H (0.762, 1.183, -0.726)


(2)
# C26H42Br2GeN3O3Pd

C26H42Br2GeN3O3Pd as an isolated structure (ωB97M-V/def2-TZVPD, OMol25).

Computed properties:
**Total charge**: +2
**Kohn-Sham gap (spin up / spin down)**: 0.213 / 0.180 Eh
**E_LUMO (spin up / spin down)**: -5.5 / -9.6 eV
**2S+1**: 6
**⟨S²⟩**: 8.81

CARTESIAN COORDINATES (ANGSTROEM)
Pd (-0.167, -0.575, 0.698)
C (-2.292, 3.796, -0.696)
C (-1.487, 3.108, -1.791)
C (-2.222, 3.190, -3.100)
C (-0.157, 3.927, -1.850)
O (-1.172, 1.793, -1.368)
Ge (-2.239, 0.281, -1.565)
O (-2.312, 0.051, 0.540)
C (-3.404, -0.678, 1.151)
C (-2.845, -2.062, 1.591)
C (-4.656, -0.841, 0.228)
C (-3.853, 0.101, 2.399)
O (-0.690, -0.956, -1.269)
C (-0.358, -2.178, -1.968)
C (0.510, -1.791, -3.176)
C (-1.706, -2.756, -2.409)
C (0.412, -3.175, -1.051)
H (-3.101, 3.180, -0.379)
H (-1.775, 3.840, 0.264)
H (-2.654, 4.852, -0.965)
H (-2.391, 4.180, -3.479)
H (-1.720, 2.658, -3.912)
H (-3.145, 2.699, -2.992)
H (-0.291, 4.955, -2.222)
H (0.236, 3.956, -0.864)
H (0.580, 3.420, -2.479)
H (-2.163, -2.640, 0.902)
H (-2.184, -2.126, 2.481)
H (-3.657, -2.743, 1.842)
H (-4.402, -1.295, -0.764)
H (-5.289, -1.559, 0.759)
H (-5.323, 0.020, 0.117)
H (-3.067, -0.031, 3.192)
H (-3.829, 1.184, 2.332)
H (-4.805, -0.335, 2.783)
H (1.491, -1.479, -2.853)
H (0.595, -2.616, -3.916)
H (0.128, -0.965, -3.835)
H (-2.303, -2.155, -3.148)
H (-1.549, -3.713, -2.905)
H (-2.276, -2.803, -1.507)
H (1.511, -2.992, -1.164)
H (-0.050, -3.032, -0.040)
H (0.176, -4.188, -1.467)
Br (4.574, -4.587, 1.829)
C (3.754, -2.926, 1.628)
C (3.791, -2.322, 0.394)
C (2.893, -1.237, 0.096)
N (1.894, -0.889, 0.991)
C (1.993, -1.423, 2.272)
C (2.866, -2.406, 2.644)
C (1.178, -0.728, 3.247)
C (1.213, -0.769, 4.666)
C (0.281, -0.029, 5.392)
Br (0.351, 0.028, 7.349)
C (-0.614, 0.812, 4.713)
C (-0.658, 0.766, 3.322)
N (0.161, 0.019, 2.621)
H (4.520, -2.548, -0.390)
H (3.735, -0.969, -1.698)
H (2.825, -2.864, 3.571)
H (2.101, -1.201, 5.145)
H (-1.311, 1.385, 5.282)
H (-1.358, 1.398, 2.812)
C (2.625, 1.299, -2.597)
C (3.206, 0.948, -1.190)
C (2.417, 1.784, -0.134)
C (4.707, 1.283, -1.170)
N (3.135, -0.542, -1.012)
H (2.458, 2.365, -2.801)
H (1.703, 0.718, -2.870)
H (3.424, 0.984, -3.355)
H (2.526, 2.930, -0.284)
H (2.900, 1.599, 0.846)
H (1.362, 1.539, -0.063)
H (4.824, 2.383, -0.908)
H (5.215, 1.063, -2.148)
H (5.201, 0.631, -0.345)


Asked for max |F| across the records above, the calculation gives 5.186; 6.545 eV Å⁻¹ in order.